# 1
Computed, not measured: a cluster of 2 separate species, C5H11ClN3O in total, with ωB97M-V/def2-TZVPD.

```
! RIJCOSX wB97M-V def2-TZVPD def2/J DEFGRID3
* xyz 1 1
Cl 3.303 -0.896 0.253
O -1.566 1.223 0.910
N 1.329 1.113 -0.819
N 0.124 2.633 0.169
N 0.184 0.461 -0.319
C -0.323 -1.492 1.085
C -0.318 -1.010 -0.332
C -1.693 -0.976 -1.069
C -0.503 1.453 0.242
C 1.200 2.380 -0.517
H -2.452 -1.033 -0.323
H 1.859 3.089 -0.755
H -1.670 -1.793 -1.651
H 0.527 -1.428 -0.819
H 3.161 -1.266 1.489
H 0.660 -2.092 1.322
H -2.029 -0.122 -1.663
H -2.028 1.964 1.314
H -0.477 -0.650 1.737
H -1.156 -2.071 1.155
H 1.867 0.513 -1.410
*
```

LUMO ... -2.97 eV
Frontier orbital gap ... 11.79 eV
ΔE to the lowest compared entry with this formula, charge and spin ... 10.2 kcal/mol
Molar mass ... 164.62 g/mol



# 2
Computed, not measured: a cluster of 2 separate species, C5H11ClO in total, with ωB97M-V/def2-TZVPD.

```
! RIJCOSX wB97M-V def2-TZVPD def2/J DEFGRID3
* xyz 0 1
Cl 0.258 1.172 -2.096
O -2.093 0.606 -1.079
C 0.884 -1.027 0.833
C 1.715 -1.228 -0.347
C -3.097 1.319 -1.797
C -0.945 1.261 -0.823
C 1.399 -0.405 2.066
H 1.579 0.664 1.908
H -3.979 0.680 -1.806
H 2.777 -1.223 -0.112
H 0.694 -0.507 2.887
H 1.447 -2.143 -0.875
H 1.525 -0.411 -1.073
H -0.173 -1.203 0.743
H -2.770 1.519 -2.822
H -3.327 2.267 -1.300
H 2.357 -0.841 2.353
H -1.018 2.283 -0.459
*
```

LUMO (alpha / beta) ... -0.03 / 0.91 eV
Frontier orbital gap (alpha / beta) ... 6.93 / 9.40 eV
ΔE to the lowest compared entry with this formula, charge and spin ... 89.4 kcal/mol
Molar mass ... 122.59 g/mol



# 3
Computed, not measured: the molecule C5H11ClSi, with ωB97M-V/def2-TZVPD.

```
! RIJCOSX wB97M-V def2-TZVPD def2/J DEFGRID3
* xyz 0 1
Cl -1.795 0.385 2.347
Si -0.380 0.485 0.802
C -1.283 1.474 -0.576
C -0.287 -1.283 0.178
C 0.383 -1.345 -1.127
C 1.005 -2.474 -1.536
C 0.989 1.655 1.520
H 0.016 -0.537 -1.853
H 1.983 1.304 1.373
H -1.224 -1.841 0.339
H -0.604 1.495 -1.480
H 0.698 1.950 2.498
H 0.356 -1.709 0.926
H 1.135 -3.367 -0.856
H 0.872 2.509 0.871
H -1.281 2.464 -0.171
H -2.301 1.267 -0.901
H 1.718 -2.429 -2.354
*
```

LUMO ... 0.79 eV
Frontier orbital gap ... 10.51 eV
ΔE to the lowest compared entry with this formula, charge and spin ... 1.3 kcal/mol
Molar mass ... 134.68 g/mol



# 4
Computed, not measured: a cluster of 2 separate species, C5H11F3N in total, with ωB97M-V/def2-TZVPD.

```
! RIJCOSX wB97M-V def2-TZVPD def2/J DEFGRID3
* xyz 1 1
F 2.414 0.746 -1.225
F 2.270 0.815 0.895
F 0.992 -2.010 0.330
N -0.641 -0.002 0.102
C -0.618 0.275 1.591
C -1.703 -0.884 -0.352
C -0.578 1.250 -0.676
C 1.025 -0.946 -0.447
C 2.292 -0.011 -0.180
H 0.202 1.015 1.938
H 0.908 -1.221 -1.522
H -2.598 -0.388 -0.731
H -1.829 -1.761 0.194
H 0.210 1.930 -0.470
H -0.444 -0.528 2.263
H -1.410 -1.443 -1.225
H -0.880 1.168 -1.676
H -1.498 0.698 1.842
H 3.222 -0.724 -0.200
H -1.336 2.023 -0.451
*
```

LUMO ... -4.56 eV
Frontier orbital gap ... 11.00 eV
Molar mass ... 142.14 g/mol



# 5
Computed, not measured: a cluster of 2 separate species, C5H11FN in total, with ωB97M-V/def2-TZVPD.

```
! RIJCOSX wB97M-V def2-TZVPD def2/J DEFGRID3
* xyz 1 1
F -1.623 -0.807 -1.899
N 0.194 0.006 0.626
C -0.738 -0.795 -2.795
C 1.179 0.199 1.757
C -1.050 -0.396 1.339
C 0.159 1.096 -0.270
C 0.009 -1.074 -3.683
H 0.917 1.212 2.268
H 0.520 -0.950 0.107
H -0.996 -1.010 2.320
H -0.305 2.047 0.277
H 0.809 -1.009 -4.416
H 2.077 0.329 1.293
H -1.656 -0.950 0.651
H -0.328 0.973 -1.175
H 1.261 -0.648 2.424
H 1.211 1.337 -0.426
H -1.640 0.440 1.600
*
```

LUMO ... -3.38 eV
Frontier orbital gap ... 10.69 eV
ΔE to the lowest compared entry with this formula, charge and spin ... 110.1 kcal/mol
Molar mass ... 104.15 g/mol



# 6
Computed, not measured: a cluster of 2 separate species, C5H11FN in total, with ωB97M-V/def2-TZVPD.

```
! RIJCOSX wB97M-V def2-TZVPD def2/J DEFGRID3
* xyz 1 1
F 0.469 1.215 -1.875
N -0.187 -1.072 1.256
C -0.999 0.572 -0.010
C 0.210 0.123 0.794
C 0.495 -0.159 -2.089
C 0.272 -0.617 -3.324
C 1.462 0.787 0.905
H 1.981 0.636 -0.081
H 1.134 1.775 1.104
H 0.673 -0.706 -1.200
H 0.184 0.087 -4.125
H -1.206 -1.253 1.181
H -1.859 0.724 0.637
H 2.057 0.338 1.678
H 0.137 -1.693 -3.601
H -1.255 0.002 -0.907
H -0.831 1.569 -0.453
H 0.395 -1.715 1.848
*
```

LUMO ... -4.93 eV
Frontier orbital gap ... 8.87 eV
ΔE to the lowest compared entry with this formula, charge and spin ... 62.0 kcal/mol
Molar mass ... 104.15 g/mol



# 7
Computed, not measured: a structure of composition C5H11FO3Pd, with ωB97M-V/def2-TZVPD.

```
! RIJCOSX wB97M-V def2-TZVPD def2/J DEFGRID3
* xyz 0 3
Pd 0.616 0.739 -0.605
F -3.577 0.796 -3.735
O -0.995 0.033 -1.312
O 2.392 1.322 -0.205
O 0.675 -0.519 0.701
C -2.485 0.451 -2.705
C 2.058 -0.766 0.961
C 2.750 0.598 0.928
C -1.361 -0.977 -0.409
C -0.131 -1.602 0.239
H -2.371 -0.613 -2.950
H -3.029 0.749 -1.800
H -2.017 -0.569 0.386
H 2.484 1.141 1.858
H -1.688 1.096 -3.092
H 0.443 -2.179 -0.506
H 3.840 0.411 0.975
H -0.401 -2.265 1.075
H -1.923 -1.791 -0.906
H 2.455 -1.415 0.162
H 2.178 -1.273 1.931
*
```

LUMO (alpha / beta) ... 0.56 / -1.62 eV
Frontier orbital gap (alpha / beta) ... 8.79 / 7.94 eV
<S²> ... 2.008
Molar mass ... 244.56 g/mol



# 8
Computed, not measured: a structure of composition C5H11GaNO2, with ωB97M-V/def2-TZVPD.

```
! RIJCOSX wB97M-V def2-TZVPD def2/J DEFGRID3
* xyz -1 1
Ga -2.248 0.816 -0.751
O 2.595 0.679 0.091
O -1.035 3.768 1.081
N -2.379 1.796 0.988
C 0.293 -0.831 -0.773
C -1.726 2.806 0.958
C 2.418 -0.555 0.770
C -1.242 -0.940 -0.463
C 1.169 -1.391 0.368
H -1.589 1.727 -1.904
H 0.476 -1.431 -1.666
H -1.686 -1.662 -1.152
H -1.403 -1.253 0.571
H 1.826 1.224 0.290
H 0.501 0.210 -1.009
H 1.531 -2.375 0.057
H -3.768 0.451 -1.179
H 3.332 -1.129 0.616
H 2.374 -0.360 1.850
H 0.560 -1.550 1.257
*
```

LUMO ... 3.50 eV
Frontier orbital gap ... 8.18 eV
Molar mass ... 186.87 g/mol



# 9
Computed, not measured: a structure of composition C5H11MgO4V, with ωB97M-V/def2-TZVPD.

```
! RIJCOSX wB97M-V def2-TZVPD def2/J DEFGRID3
* xyz 0 5
V -0.846 -0.928 0.171
Mg -2.613 -2.658 -1.150
O -0.003 0.797 -0.671
O -1.615 -1.005 -1.696
O 0.543 -0.410 1.582
O -1.495 -2.739 0.411
C 1.193 0.835 1.341
C 0.474 -0.792 2.949
C -1.472 0.164 -2.429
C 1.303 1.003 -0.155
C -0.131 0.802 -2.093
H -0.042 -1.757 2.987
H -1.497 -0.010 -3.520
H 2.193 0.828 1.796
H 1.667 2.012 -0.397
H 0.687 0.193 -2.514
H 1.488 -0.895 3.360
H -0.051 1.832 -2.470
H -2.291 0.873 -2.203
H 2.016 0.257 -0.605
H 0.587 1.639 1.787
H -0.093 -0.041 3.519
*
```

LUMO (alpha / beta) ... 0.24 / 0.05 eV
Frontier orbital gap (alpha / beta) ... 4.70 / 8.17 eV
<S²> ... 6.014
Molar mass ... 210.39 g/mol



# 10
Computed, not measured: the molecule C5H11N, with ωB97M-V/def2-TZVPD.

```
! RIJCOSX wB97M-V def2-TZVPD def2/J DEFGRID3
* xyz 0 1
N -1.088 -1.276 -1.073
C 0.436 -0.100 0.377
C 0.908 -1.367 1.056
C -0.447 -0.095 -0.616
C 0.870 1.176 1.056
C -1.067 1.129 -1.228
H -1.313 -1.203 -2.058
H -0.564 2.053 -0.947
H -0.531 -2.093 -0.876
H 1.895 -1.643 0.682
H 1.003 2.006 0.368
H 0.079 1.463 1.766
H 0.977 -1.206 2.131
H 0.204 -2.189 0.965
H 1.811 1.084 1.592
H -2.101 1.229 -0.882
H -1.072 1.033 -2.315
*
```

LUMO ... 1.08 eV
Frontier orbital gap ... 8.81 eV
ΔE to the lowest compared entry with this formula, charge and spin ... 8.4 kcal/mol
Molar mass ... 85.15 g/mol



# 11
Computed, not measured: the molecule C5H11N, with ωB97M-V/def2-TZVPD.

```
! RIJCOSX wB97M-V def2-TZVPD def2/J DEFGRID3
* xyz 0 1
N 0.349 -0.108 -0.376
C -0.456 0.890 0.275
C -1.807 1.289 -0.054
C 2.520 -1.225 -0.395
C 1.630 -0.265 0.292
C -2.779 0.087 -0.026
H 1.989 -2.136 -0.537
H 1.494 -0.390 1.397
H -0.561 -0.121 0.701
H -2.135 0.170 -0.975
H -3.825 0.282 -0.341
H 3.494 -1.457 0.153
H 0.061 1.614 0.902
H -2.806 -0.708 0.722
H 2.609 -0.879 -1.434
H -1.976 2.213 -0.626
H 2.198 0.743 0.320
*
```

LUMO ... -0.46 eV
Frontier orbital gap ... 5.87 eV
ΔE to the lowest compared entry with this formula, charge and spin ... 182.1 kcal/mol
Molar mass ... 85.15 g/mol



# 12
Computed, not measured: the molecule C5H11N, with ωB97M-V/def2-TZVPD.

```
! RIJCOSX wB97M-V def2-TZVPD def2/J DEFGRID3
* xyz 0 1
N 1.019 -0.776 1.113
C -1.593 -0.788 0.270
C 2.276 -0.729 1.207
C 0.845 -0.112 -0.200
C -0.947 1.213 -1.131
C -0.590 0.344 0.035
H -0.922 0.596 -2.035
H 1.397 0.856 -0.243
H 1.161 -0.657 -1.116
H -0.535 0.942 0.963
H -2.602 -0.410 0.072
H 2.691 -0.115 1.997
H -1.936 1.642 -0.996
H -1.399 -1.617 -0.418
H -0.205 2.013 -1.231
H 2.923 -1.159 0.434
H -1.575 -1.191 1.290
*
```

LUMO ... 0.65 eV
Frontier orbital gap ... 9.22 eV
ΔE to the lowest compared entry with this formula, charge and spin ... 72.6 kcal/mol
Molar mass ... 85.15 g/mol



| no. | maximum force (eV/A) | E (a.u.) |
| --- | --- | --- |
| 1 | 3.8 | -896.52836 |
| 2 | 0.8 | -732.38390 |
| 3 | 2.8 | -946.81007 |
| 4 | 4.0 | -551.09213 |
| 5 | 6.3 | -351.32027 |
| 6 | 6.3 | -351.39702 |
| 7 | 9.9 | -650.35049 |
| 8 | 1.3 | -2327.16844 |
| 9 | 3.0 | -1642.11640 |
| 10 | 0.7 | -251.84917 |
| 11 | 3.7 | -251.57240 |
| 12 | 1.7 | -251.74689 |